1.
A cluster of 2 separate species, C22H35F12N3O5P in total. Source: the Open Molecules 2025 dataset; level of theory: wB97M-V/def2-TZVPD.

## Properties
HOMO energy = -12.09 eV
E_LUMO = -0.19667 Eh

```
! RIJCOSX wB97M-V def2-TZVPD def2/J DEFGRID3
* xyz 1 1
C 7.51 -0.85 -1.00
C 7.50 0.18 0.29
O 6.62 -0.30 1.37
C 5.36 0.46 1.44
C 4.18 -0.46 0.70
N 2.80 0.12 0.80
F 2.18 -0.13 1.97
C 1.95 -0.07 -0.42
N 1.60 1.21 -1.22
C 0.63 2.08 -0.45
C -0.71 2.51 -1.33
O -1.93 2.50 -0.51
C -3.03 1.75 -1.14
O -4.25 1.66 -0.54
P 3.08 2.09 -1.70
C 4.37 0.96 -2.55
O 2.53 3.17 -3.00
N 1.39 -1.23 -0.88
C 0.50 -1.24 -2.13
C 1.33 -1.04 -3.54
C 0.30 -0.91 -4.86
F -0.76 -1.93 -4.98
C 0.44 0.24 -5.84
F 1.64 0.33 -6.76
F -0.58 1.34 -5.92
C 1.62 -2.54 -0.16
C 0.61 -2.76 1.15
C 1.56 -3.33 2.41
C -0.66 -3.74 0.84
H 8.59 -1.25 -1.23
H 7.13 -0.30 -1.96
H 6.83 -1.79 -0.80
H 7.29 1.28 -0.07
H 8.60 0.18 0.74
H 5.41 1.55 1.02
H 5.04 0.48 2.59
H 4.50 -0.80 -0.40
H 4.17 -1.48 1.33
H 0.21 1.42 0.44
H 1.15 3.01 0.08
H -0.82 1.81 -2.27
H -0.50 3.61 -1.69
H -2.93 1.17 -2.18
H 3.97 -0.14 -2.79
H 5.25 0.80 -1.76
H 4.85 1.46 -3.50
H 1.81 2.66 -3.52
H -0.12 -2.25 -2.25
H -0.32 -0.38 -2.11
H 1.93 -0.01 -3.53
H 2.17 -1.87 -3.72
H 1.30 -3.40 -0.92
H 2.74 -2.77 0.12
H 0.20 -1.71 1.49
H 0.89 -3.46 3.39
H 2.10 -4.34 2.13
H 2.41 -2.58 2.70
H -1.40 -3.15 0.16
H -1.22 -3.90 1.88
H -0.37 -4.81 0.44
C -7.44 2.61 3.26
C -8.67 1.70 3.21
C -8.65 0.53 4.19
F -7.61 -0.31 3.98
F -9.78 -0.22 4.07
F -8.87 1.27 1.94
F -9.76 2.48 3.51
O -6.42 2.35 2.28
C -5.50 1.31 2.62
C -5.61 0.09 1.69
F -6.86 -0.43 1.68
F -4.77 -0.90 2.09
F -5.66 0.99 3.93
F -4.27 1.86 2.52
H -7.79 3.62 3.01
H -7.02 2.70 4.27
H -8.61 0.88 5.23
H -5.35 0.37 0.66
*
```



2.
A structure of composition C22H35F2N10NaS. Source: the Open Molecules 2025 dataset; level of theory: wB97M-V/def2-TZVPD.

## Properties
HOMO energy = -7.36 eV
E_LUMO = 0.00585 Eh

```
! RIJCOSX wB97M-V def2-TZVPD def2/J DEFGRID3
* xyz 0 1
Na 0.37 0.21 0.09
C 0.51 -3.06 -0.80
C -0.36 -2.23 -1.75
N 0.18 -0.89 -1.89
C 1.38 -0.79 -2.70
C 2.48 -0.01 -1.96
N 2.49 -0.33 -0.56
C 3.09 -1.60 -0.17
C 2.19 -2.32 0.84
N 0.80 -2.30 0.42
H 0.01 -4.01 -0.59
H 1.45 -3.29 -1.30
H -0.44 -2.77 -2.71
H -1.37 -2.14 -1.33
H -0.53 -0.25 -2.22
H 1.73 -1.80 -2.93
H 1.18 -0.30 -3.65
H 3.44 -0.20 -2.46
H 2.24 1.05 -2.05
H 2.88 0.43 -0.03
H 3.22 -2.22 -1.06
H 4.08 -1.47 0.29
H 2.57 -3.34 1.00
H 2.24 -1.80 1.79
H 0.22 -2.63 1.18
N -0.59 2.13 -2.57
C -1.83 2.69 -2.04
C -1.69 3.01 -0.55
N -1.58 1.79 0.22
H 0.16 2.81 -2.47
H -0.71 1.95 -3.56
H -2.61 1.94 -2.15
H -2.13 3.61 -2.57
H -2.55 3.63 -0.26
H -0.78 3.61 -0.40
H -2.46 1.29 0.15
H -1.45 2.02 1.20
C -3.13 -3.06 3.65
C -3.53 -2.81 2.25
N -4.21 -3.63 1.52
N -4.35 -3.02 0.32
C -3.79 -1.78 0.30
S -3.80 -0.71 -0.96
N -3.24 -1.66 1.55
N -2.63 -0.51 2.02
H -3.62 -3.97 3.99
H -3.41 -2.23 4.30
H -2.05 -3.21 3.73
H -4.88 -3.43 -0.43
H -2.53 -0.57 3.03
H -1.69 -0.37 1.62
F 0.79 -1.65 5.57
C 1.04 -0.70 4.63
C 0.32 -0.70 3.45
C 0.45 0.28 2.45
C 1.43 1.26 2.75
C 2.21 1.19 3.91
F 3.23 2.08 4.10
C 2.03 0.23 4.88
C 1.64 2.43 1.88
C 1.66 3.72 2.44
C 1.91 4.81 1.64
C 2.14 4.61 0.29
C 2.07 3.31 -0.19
N 1.82 2.25 0.57
H -0.38 -1.52 3.32
H 2.62 0.20 5.78
H 1.47 3.84 3.49
H 1.92 5.81 2.06
H 2.37 5.43 -0.38
H 2.24 3.11 -1.24
*
```



3.
A structure of composition C22H35FeNO2P2S2. Source: the Open Molecules 2025 dataset; level of theory: wB97M-V/def2-TZVPD.

## Properties
HOMO energy (spin up / spin down) = -5.09 / -7.57 eV
E_LUMO (spin up / spin down) = 0.00092 / -0.00387 Eh

```
! RIJCOSX wB97M-V def2-TZVPD def2/J DEFGRID3
* xyz 0 5
P -1.41 0.77 0.75
P 1.39 -0.79 -0.65
C -1.49 -0.53 -0.59
C -0.30 -1.50 -0.69
H -1.71 -0.05 -1.56
H -2.38 -1.10 -0.30
H -0.39 -2.31 0.07
H -0.30 -1.95 -1.68
C 1.81 -0.33 -2.36
H 2.89 -0.13 -2.38
H 1.28 0.60 -2.62
H 1.54 -1.14 -3.06
C 2.48 -2.06 -0.02
H 2.68 -2.79 -0.82
H 2.00 -2.54 0.85
H 3.38 -1.54 0.32
C -2.62 2.02 0.24
H -2.56 2.82 0.98
H -3.63 1.61 0.20
H -2.35 2.44 -0.73
C -2.14 -0.14 2.16
H -1.52 -1.00 2.43
H -3.16 -0.47 1.94
H -2.15 0.55 3.01
Fe 0.70 1.02 0.27
C -1.60 -3.45 -2.58
C -1.37 -2.53 -3.54
C -2.43 -2.09 -4.50
C -3.81 -1.78 -3.86
C -3.78 -1.32 -2.44
C -3.97 -2.14 -1.39
C -3.92 -3.64 -1.45
C -2.85 -4.23 -2.41
C 0.37 2.02 2.06
H -0.79 -3.77 -1.91
H -0.37 -2.17 -3.76
H -2.61 -2.86 -5.27
H -2.05 -1.20 -5.03
H -4.29 -1.00 -4.49
H -4.42 -2.69 -3.91
H -3.68 -0.25 -2.28
H -4.32 -1.75 -0.42
H -4.89 -4.05 -1.77
H -3.75 -4.00 -0.42
H -2.59 -5.22 -1.99
H -3.31 -4.38 -3.39
H 1.06 1.53 2.77
H -0.64 2.07 2.52
H 0.73 3.04 1.84
O 5.51 0.71 4.45
S 4.21 1.26 4.16
O 3.16 1.11 5.14
N 3.66 0.89 2.62
C 3.54 1.94 1.81
S 2.79 1.79 0.27
C 4.02 3.21 2.41
C 3.96 4.52 1.96
C 4.38 5.56 2.80
C 4.78 5.31 4.12
C 4.77 3.99 4.60
C 4.39 2.97 3.74
H 3.57 4.69 0.94
H 4.37 6.59 2.43
H 5.10 6.11 4.78
H 5.03 3.75 5.63
*
```



4.
A structure of composition C22H35FeNO3P2S. Source: the Open Molecules 2025 dataset; level of theory: wB97M-V/def2-TZVPD.

## Properties
HOMO energy (spin up / spin down) = -6.96 / -8.03 eV
E_LUMO (spin up / spin down) = -0.03699 / -0.02488 Eh

```
! RIJCOSX wB97M-V def2-TZVPD def2/J DEFGRID3
* xyz 0 5
P -0.63 -1.33 -2.26
P -0.89 -2.02 1.04
C -0.82 -3.08 -1.61
C -1.44 -3.26 -0.22
H 0.16 -3.54 -1.75
H -1.44 -3.55 -2.36
H -2.55 -3.21 -0.36
H -1.15 -4.25 0.17
C -0.11 -3.38 2.21
H 0.16 -2.96 3.20
H 0.80 -3.80 1.74
H -0.82 -4.21 2.44
C -2.22 -1.52 2.20
H -2.41 -2.28 2.98
H -3.11 -1.26 1.60
H -1.81 -0.63 2.72
C 0.14 -2.07 -3.85
H 0.12 -1.41 -4.73
H -0.39 -2.99 -4.14
H 1.18 -2.39 -3.69
C -2.20 -0.83 -3.05
H -3.00 -0.60 -2.29
H -2.59 -1.62 -3.68
H -2.04 0.02 -3.72
Fe -2.15 -0.09 -0.75
C 2.00 -1.49 1.67
C 2.98 -2.30 1.24
C 4.31 -1.80 0.72
C 3.95 -1.03 -0.58
C 2.83 -1.72 -1.33
C 1.85 -0.80 -1.47
C 1.13 -0.03 -0.31
C 1.64 -0.07 1.13
C -3.04 1.50 -1.92
H 1.69 -1.61 2.69
H 2.81 -3.32 1.24
H 5.16 -2.45 0.50
H 4.60 -1.11 1.50
H 3.56 -0.06 -0.20
H 4.79 -0.71 -1.22
H 2.74 -2.80 -1.39
H 1.91 -0.22 -2.41
H -0.02 -0.07 -0.32
H 1.15 1.01 -0.69
H 2.43 0.69 1.26
H 0.78 0.29 1.72
H -3.68 2.10 -1.31
H -3.53 1.31 -2.91
H -2.19 2.14 -2.25
O 0.20 2.90 -1.44
C -0.43 3.01 -0.36
N -1.53 2.22 -0.06
S -2.47 2.94 1.05
O -3.55 3.68 0.46
O -2.71 1.98 2.10
C -1.29 4.16 1.57
C -1.38 5.12 2.60
C -0.22 5.79 2.98
C 0.94 5.57 2.23
C 0.92 4.78 1.08
C -0.20 4.02 0.75
H -2.32 5.33 3.10
H -0.20 6.50 3.81
H 1.84 6.09 2.53
H 1.77 4.76 0.40
*
```



5.
A structure of composition C22H35I2N8O2. Source: the Open Molecules 2025 dataset; level of theory: wB97M-V/def2-TZVPD.

## Properties
HOMO energy = -12.43 eV
E_LUMO = -0.18469 Eh

```
! RIJCOSX wB97M-V def2-TZVPD def2/J DEFGRID3
* xyz 1 1
C 6.27 1.17 -0.34
C 5.82 2.25 0.71
I 7.29 3.16 2.03
C 4.48 2.65 0.81
I 3.95 4.15 2.30
C 3.30 2.09 -0.04
N 2.23 1.74 0.65
C 1.13 1.27 -0.22
C 0.24 2.61 -0.42
C -0.23 3.26 0.95
N 0.17 4.70 1.12
C 0.08 0.23 0.35
O 0.55 -0.44 1.54
O 0.35 0.33 2.67
C 1.74 1.06 -1.68
C 3.11 1.91 -1.60
H 7.19 1.59 -0.86
H 5.49 0.91 -1.10
H 6.61 0.24 0.22
H 2.23 1.80 1.67
H -0.64 2.31 -1.06
H 0.84 3.37 -1.03
H -1.36 3.19 0.96
H 0.16 2.68 1.84
H 0.89 4.94 0.43
H 0.64 4.73 2.04
H -0.93 0.70 0.60
H -0.15 -0.59 -0.41
H 1.14 0.22 3.25
H 0.95 1.44 -2.40
H 1.89 -0.06 -1.75
H 3.84 1.25 -2.15
H 3.11 2.85 -2.23
C 0.19 -3.55 1.22
C 0.87 -4.76 1.78
N 1.39 -5.70 2.22
H -0.87 -3.75 1.09
H 0.31 -2.71 1.91
H 0.63 -3.30 0.26
C 3.88 -0.87 2.02
C 5.11 -1.57 1.57
N 6.08 -2.12 1.22
H 3.90 0.16 1.66
H 3.00 -1.37 1.63
H 3.83 -0.86 3.11
C -3.52 -2.33 -0.81
C -2.28 -3.03 -1.26
N -1.31 -3.58 -1.60
H -3.52 -1.30 -1.16
H -4.40 -2.84 -1.21
H -3.57 -2.34 0.28
C -7.48 -2.59 0.16
C -6.94 -1.88 -1.03
N -6.53 -1.31 -1.97
H -8.32 -3.22 -0.14
H -6.70 -3.22 0.60
H -7.82 -1.87 0.90
C -1.41 -3.86 -4.93
C -2.34 -3.64 -6.08
N -3.06 -3.46 -6.98
H -0.87 -4.79 -5.07
H -0.70 -3.04 -4.87
H -1.98 -3.91 -4.01
C -4.73 3.61 2.21
C -4.52 2.18 1.87
N -4.36 1.06 1.60
H -4.66 4.22 1.31
H -5.72 3.75 2.66
H -3.98 3.94 2.93
*
```



6.
A structure of composition C22H35IrO3. Source: the Open Molecules 2025 dataset; level of theory: wB97M-V/def2-TZVPD.

## Properties
HOMO energy (spin up / spin down) = -4.90 / -8.16 eV
E_LUMO (spin up / spin down) = 0.01931 / -0.06357 Eh

```
! RIJCOSX wB97M-V def2-TZVPD def2/J DEFGRID3
* xyz 0 5
O -1.73 0.67 -1.84
C -0.43 0.75 -1.16
C -0.21 2.21 -1.56
H 0.29 0.07 -1.60
H -0.52 0.56 -0.08
C -1.72 2.14 -1.95
H 0.45 2.32 -2.41
H 0.03 2.91 -0.75
C -2.19 2.39 -3.36
H -1.63 1.77 -4.04
H -2.09 3.43 -3.65
H -3.23 2.07 -3.42
C -2.52 2.89 -0.89
H -2.02 2.90 0.08
H -3.54 2.50 -0.76
H -2.59 3.95 -1.17
Ir 0.09 0.39 2.83
C 0.86 1.88 4.01
C 1.96 0.98 3.87
C 2.30 0.90 2.47
H 2.41 0.39 4.67
C 1.45 1.79 1.75
C 0.54 2.39 2.68
H -0.23 3.14 2.43
H 0.39 2.18 4.94
H 3.10 0.30 2.04
H 1.46 1.95 0.67
C -1.42 -0.08 4.32
C -1.78 1.06 3.50
C -2.01 0.58 2.17
H -1.93 2.08 3.85
C -1.73 -0.82 2.14
C -1.41 -1.23 3.48
H -1.19 -2.24 3.81
H -1.19 -0.04 5.38
H -2.34 1.18 1.32
H -1.75 -1.46 1.25
O 0.49 -0.75 -3.23
C -0.22 -0.30 -4.41
C 0.27 -1.09 -5.63
H -0.05 0.78 -4.53
H -1.29 -0.48 -4.25
C 1.20 -2.18 -5.08
H 0.79 -0.46 -6.35
H -0.57 -1.55 -6.15
C 1.15 -2.00 -3.54
H 2.22 -2.04 -5.45
H 0.84 -3.17 -5.39
H 2.16 -1.99 -3.12
H 0.57 -2.78 -3.04
C 0.76 -3.57 1.84
C 1.37 -2.40 2.59
C 2.87 -2.43 2.59
O 0.93 -1.23 1.87
H 1.09 -3.53 0.80
H -0.33 -3.49 1.85
H 1.10 -4.52 2.27
H 0.98 -2.36 3.63
H 3.23 -2.34 1.56
H 3.28 -1.60 3.17
H 3.23 -3.39 2.98
*
```



7.
An isolated molecule of C22H35N3O5S. Source: the Open Molecules 2025 dataset; level of theory: wB97M-V/def2-TZVPD.

## Properties
SMILES string = COc1ccc(CCNC(=O)[C@@H]2CCCN(S(=O)(=O)N3CCCCCC3)C2)cc1OC
HOMO energy = -7.88 eV
E_LUMO = 0.02585 Eh

```
! RIJCOSX wB97M-V def2-TZVPD def2/J DEFGRID3
* xyz 0 1
C 4.27 -0.08 -2.18
O 2.95 0.37 -2.35
C 2.51 1.38 -1.55
C 3.27 2.06 -0.62
C 2.72 3.07 0.15
C 1.39 3.41 0.01
C 0.76 4.45 0.91
C 0.46 3.83 2.28
N -0.31 2.62 2.12
C -1.47 2.33 2.74
O -1.98 3.03 3.59
C -2.04 1.02 2.21
C -3.47 0.70 2.64
C -3.92 -0.56 1.89
C -2.92 -1.71 2.06
N -1.54 -1.33 1.84
S -1.10 -1.19 0.22
O 0.07 -0.35 0.20
O -2.20 -0.81 -0.61
N -0.76 -2.76 -0.08
C 0.44 -3.29 0.54
C 1.74 -2.93 -0.18
C 1.74 -3.28 -1.66
C 0.84 -2.35 -2.47
C -0.62 -2.82 -2.60
C -1.23 -3.37 -1.31
C -1.16 -0.17 2.62
C 0.61 2.73 -0.93
C 1.15 1.73 -1.72
O 0.49 1.05 -2.69
C -0.89 1.27 -2.86
H 5.00 0.71 -2.41
H 4.45 -0.45 -1.17
H 4.40 -0.90 -2.89
H 4.31 1.81 -0.48
H 3.34 3.59 0.87
H 1.43 5.30 1.04
H -0.17 4.81 0.46
H -0.13 4.51 2.90
H 1.40 3.60 2.79
H 0.03 1.99 1.40
H -2.01 1.07 1.12
H -4.13 1.53 2.41
H -3.50 0.54 3.72
H -4.90 -0.88 2.24
H -3.99 -0.33 0.82
H -3.14 -2.51 1.36
H -2.98 -2.11 3.08
H 0.33 -4.37 0.60
H 0.45 -2.88 1.55
H 2.56 -3.46 0.33
H 1.91 -1.86 -0.07
H 2.76 -3.18 -2.03
H 1.44 -4.32 -1.80
H 0.86 -1.36 -2.01
H 1.24 -2.23 -3.48
H -0.69 -3.60 -3.36
H -1.21 -1.96 -2.93
H -1.03 -4.44 -1.22
H -2.31 -3.22 -1.33
H -0.10 0.02 2.42
H -1.29 -0.40 3.68
H -0.43 2.99 -1.03
H -1.46 0.93 -1.99
H -1.10 2.33 -3.06
H -1.17 0.68 -3.73
*
```



no.,calculated total energy (hartree)
1,-2938.60466
2,-2167.07430
3,-3807.08650
4,-3483.88548
5,-2042.68689
6,-1188.94994
7,-1797.96912